1.
Below is C13H21InN4OSe2Te2 as an isolated structure in a non-equilibrium geometry, with properties calculated with ωB97M-V with the def2-TZVPD basis set.

Properties
Relative energy (zero: lowest compared OMol25 entry of this formula, charge and spin), kJ/mol: 299.1

CARTESIAN COORDINATES (ANGSTROEM)
In 0.649 -0.455 0.318
C -1.691 -1.873 -1.241
C -0.948 -1.172 -2.366
N 0.481 -0.972 -1.976
C 1.202 0.082 -2.728
C 0.788 1.410 -2.118
C 0.598 2.548 -2.921
C 0.085 3.723 -2.363
C -0.179 3.696 -1.002
C 0.124 2.585 -0.259
C -0.289 2.509 1.141
N -0.508 1.089 1.599
C -2.018 0.748 1.557
C -2.353 0.002 0.282
N -1.471 -1.192 0.064
N 0.700 1.446 -0.779
H -1.341 -2.932 -1.075
H -2.786 -1.898 -1.487
H -1.361 -0.163 -2.497
H -1.037 -1.815 -3.228
H 0.928 -1.944 -2.140
H 0.884 0.069 -3.740
H 2.266 -0.152 -2.684
H 0.689 2.416 -3.999
H -0.184 4.607 -2.856
H -0.684 4.484 -0.483
H -1.175 3.251 1.351
H 0.528 3.049 1.761
H -0.154 0.966 2.541
H -2.575 1.672 1.553
H -2.339 0.184 2.444
H -2.276 0.717 -0.598
H -3.412 -0.335 0.287
H -1.799 -1.844 0.802
Se 2.692 -1.042 1.819
Te 3.027 -3.761 1.455
Te 0.876 -4.883 0.119
Se 1.074 -4.133 -2.222
C 2.535 -2.092 4.441
C 1.663 -1.244 3.520
O 0.639 -0.638 3.702
H 1.895 -2.307 5.321
H 3.415 -1.386 4.698
H 2.844 -3.023 3.987

2.
Below is a 2-piece molecular cluster, C2O4S overall in a non-equilibrium geometry, with properties calculated with ωB97M-V with the def2-TZVPD basis set.

Properties
Relative energy (zero: lowest compared OMol25 entry of this formula, charge and spin), kJ/mol: 17.1

CARTESIAN COORDINATES (ANGSTROEM)
C 0.625 0.660 0.292
C -1.755 -0.475 -0.037
O 0.315 1.769 0.259
O -1.453 -0.723 1.043
O -2.006 -0.379 -1.141
O 2.760 -0.153 -0.505
S 1.513 -0.698 0.089

3.
Below is C19H33IMgN5O5P as an isolated structure in a non-equilibrium geometry, with properties calculated with ωB97M-V with the def2-TZVPD basis set.

Properties
Calculated total energy, hartree: -2232.01565
Total charge: +2

CARTESIAN COORDINATES (ANGSTROEM)
C -1.387 -4.644 -0.623
C -2.028 -4.624 -2.128
O -1.367 -3.670 -3.021
P -2.117 -2.155 -3.030
O -3.690 -2.201 -3.013
C -1.578 -0.992 -1.651
C -0.124 -0.314 -1.863
C 0.105 1.071 -1.096
C 0.531 0.970 0.451
I -1.221 0.349 1.666
C 0.776 2.510 0.912
N 1.201 3.621 1.160
C 1.848 0.096 0.751
C 1.548 -1.501 0.859
N 0.955 -2.563 0.842
C 2.646 0.474 2.099
C 1.913 0.106 3.481
C 1.423 1.408 4.342
C 0.214 0.913 5.327
N -0.420 2.103 5.986
C -1.464 2.722 5.119
N -1.260 3.964 4.702
N -2.717 2.007 4.764
C 2.958 0.210 -0.456
C 3.635 1.665 -0.571
O 4.719 1.663 -1.577
C 4.178 1.500 -2.895
O 4.090 2.448 -3.721
O -1.709 -1.407 -4.538
C -2.760 -0.480 -4.794
C -2.371 0.486 -6.055
H -1.544 -5.687 -0.140
H -1.939 -3.876 0.025
H -0.267 -4.416 -0.692
H -3.169 -4.546 -2.093
H -1.795 -5.677 -2.556
H -1.487 -1.647 -0.693
H -2.385 -0.202 -1.391
H 0.661 -1.126 -1.682
H -0.057 -0.071 -3.001
H 0.860 1.754 -1.653
H -0.900 1.652 -1.131
H 3.002 1.563 2.161
H 3.620 -0.161 2.073
H 1.047 -0.636 3.407
H 2.709 -0.406 4.156
H 2.317 1.704 5.010
H 1.086 2.233 3.625
H 0.696 0.272 6.147
H -0.509 0.251 4.730
H -0.940 1.710 6.803
H -0.361 4.312 5.070
H -2.566 0.990 4.689
H -3.037 2.325 3.827
H 2.574 -0.189 -1.455
H 3.804 -0.517 -0.129
H 2.827 2.395 -0.929
H 4.125 2.047 0.392
H 3.825 0.453 -3.197
H -3.728 -1.052 -5.137
H -2.939 0.135 -3.829
H -1.363 0.168 -6.492
H -3.178 0.351 -6.880
H -2.382 1.574 -5.706
Mg -5.138 -1.415 -4.756

4.
Below is one molecule with the formula C5H5N3 in a non-equilibrium geometry, with properties calculated with ωB97M-V with the def2-TZVPD basis set.

Properties
Relative energy (zero: lowest compared OMol25 entry of this formula, charge and spin), kJ/mol: 480.4
Structure (SMILES): C=C1C=NN[C@@H]1C#N

CARTESIAN COORDINATES (ANGSTROEM)
C 1.153 0.645 1.299
C 0.087 -0.171 0.841
C 0.118 -1.624 0.310
C -0.867 0.465 -0.205
C 0.056 1.258 -1.202
H 1.328 1.708 1.190
H 1.798 0.148 2.122
H 1.127 -2.234 0.702
H -1.708 -0.156 -1.800
H -1.415 1.060 0.427
N -0.747 -1.806 -0.719
N -1.571 -0.701 -0.717
N 0.639 1.408 -2.248

5.
Below is C3LiMgO6 as an isolated structure in a non-equilibrium geometry, with properties calculated with ωB97M-V with the def2-TZVPD basis set.

Properties
Relative energy (zero: lowest compared OMol25 entry of this formula, charge and spin), kJ/mol: 224.0
Spin multiplicity: 2
⟨S²⟩: 0.75

CARTESIAN COORDINATES (ANGSTROEM)
O 1.055 -1.118 1.331
C 0.320 -0.946 0.320
O -0.586 -0.031 0.526
C -2.768 0.839 1.091
O -3.128 0.467 2.147
O -2.743 1.637 0.225
Mg 0.733 0.894 1.871
C 1.226 -0.684 -1.264
O 2.010 -1.528 -1.731
O 1.395 0.550 -1.467
Li 2.487 -0.080 -3.047

6.
Below is an isolated ion of composition C18H23ClNO2 and charge +1, with properties calculated with ωB97M-V with the def2-TZVPD basis set.

Properties
Relative energy (zero: lowest compared OMol25 entry of this formula, charge and spin), kJ/mol: 69.0
Structure (SMILES): CC[NH2+]Cc1cc(Cl)c(OCc2ccccc2)c(OCC)c1
Total charge: +1

CARTESIAN COORDINATES (ANGSTROEM)
C -0.735 -4.103 -1.598
C 0.531 -3.484 -1.035
N 0.647 -3.771 0.421
H -0.235 -3.480 0.866
H 0.758 -4.782 0.560
C 1.748 -3.013 1.100
C 1.404 -1.551 1.060
C 2.172 -0.647 0.331
C 1.766 0.673 0.204
C 0.537 1.105 0.785
C -0.170 0.198 1.571
C 0.256 -1.119 1.699
H -0.319 -1.780 2.331
Cl -1.589 0.642 2.452
O 0.204 2.379 0.512
C -1.156 2.711 0.230
C -1.849 1.659 -0.598
C -1.160 1.027 -1.627
C -1.764 0.020 -2.358
C -3.069 -0.352 -2.081
C -3.770 0.294 -1.077
C -3.161 1.291 -0.334
H -3.710 1.788 0.451
H -4.793 0.020 -0.869
H -3.544 -1.133 -2.657
H -1.221 -0.463 -3.158
H -0.151 1.334 -1.858
H -1.079 3.649 -0.331
H -1.711 2.912 1.152
O 2.412 1.616 -0.491
C 3.696 1.348 -1.035
C 4.219 2.645 -1.628
H 3.547 2.997 -2.406
H 5.205 2.486 -2.053
H 4.281 3.406 -0.856
H 3.618 0.576 -1.813
H 4.368 0.990 -0.244
H 3.077 -0.984 -0.148
H 2.687 -3.215 0.584
H 1.822 -3.372 2.129
H 1.416 -3.882 -1.535
H 0.511 -2.399 -1.155
H -1.619 -3.678 -1.129
H -0.795 -3.898 -2.662
H -0.744 -5.183 -1.467

7.
Below is a 4-piece molecular cluster, C2H13NO3 overall in a non-equilibrium geometry, with properties calculated with ωB97M-V with the def2-TZVPD basis set.

Properties
Relative energy (zero: lowest compared OMol25 entry of this formula, charge and spin), kJ/mol: 164.4
Structure (SMILES): CCN.O.O.O

CARTESIAN COORDINATES (ANGSTROEM)
C 0.097 -0.897 -0.432
C 1.637 -0.881 -0.744
N 2.301 -0.354 0.531
H -0.085 -1.329 0.514
H -0.338 -1.588 -1.172
H -0.519 0.021 -0.544
H 1.837 -0.059 -1.460
H 2.088 -1.852 -1.135
H 3.262 0.009 0.420
H 2.146 -0.945 1.291
H -3.937 -1.059 -1.998
H -2.419 -1.188 -1.925
O -3.112 -0.601 -2.376
H 1.537 2.615 2.180
H 0.857 1.531 1.144
O 0.785 2.025 1.926
H -2.648 1.776 0.985
H -1.412 1.704 1.586
O -2.078 1.071 1.210

8.
Below is C39H50Cl2O3P4Ti as an isolated structure in a non-equilibrium geometry, with properties calculated with ωB97M-V with the def2-TZVPD basis set.

Properties
Calculated total energy, hartree: -4876.60967
Total charge: +2

CARTESIAN COORDINATES (ANGSTROEM)
P 1.630 -2.844 -1.993
C 2.133 -4.617 -1.798
C 1.551 -5.704 -2.472
H 0.725 -5.544 -3.151
C 2.026 -7.005 -2.279
H 1.557 -7.840 -2.809
C 3.113 -7.243 -1.432
H 3.507 -8.253 -1.304
C 3.718 -6.158 -0.783
H 4.584 -6.332 -0.142
C 3.238 -4.862 -0.966
H 3.707 -4.018 -0.474
C 0.160 -3.203 -3.057
C -1.039 -3.454 -2.371
H -1.033 -3.402 -1.290
C -2.203 -3.781 -3.070
H -3.123 -3.991 -2.522
C -2.194 -3.863 -4.469
H -3.104 -4.134 -5.008
C -1.002 -3.632 -5.158
H -0.978 -3.713 -6.252
C 0.170 -3.323 -4.459
H 1.086 -3.176 -5.014
C 2.785 -2.534 -3.412
C 3.531 -3.513 -4.091
H 3.485 -4.547 -3.781
C 4.345 -3.173 -5.177
H 4.924 -3.949 -5.689
C 4.405 -1.851 -5.628
H 5.008 -1.587 -6.498
C 3.652 -0.874 -4.965
H 3.683 0.160 -5.317
C 2.851 -1.206 -3.870
H 2.270 -0.452 -3.355
Ti 0.056 1.058 2.156
C -1.222 2.227 0.841
C -1.476 1.778 -0.386
H -1.690 3.162 1.229
C -0.785 0.489 -0.844
O -0.191 0.845 -2.112
H 0.302 0.086 -2.473
C 0.285 -0.167 0.031
H -1.576 -0.280 -0.939
C 1.031 -1.212 0.023
Cl 1.708 -0.382 3.075
P 1.952 2.578 1.391
P -1.795 -0.534 2.962
C 3.133 2.993 2.717
H 3.730 2.101 2.952
H 2.597 3.296 3.629
H 3.773 3.805 2.337
C 3.056 2.041 0.081
H 2.487 1.871 -0.834
H 3.534 1.109 0.385
H 3.804 2.825 -0.069
C 1.417 4.233 0.853
H 0.769 4.686 1.615
H 0.853 4.154 -0.086
H 2.316 4.850 0.712
C -1.902 -0.311 4.786
H -2.350 0.668 5.021
H -0.886 -0.354 5.212
H -2.521 -1.122 5.205
C -3.502 -0.226 2.430
H -3.561 -0.342 1.343
H -3.798 0.800 2.681
H -4.180 -0.939 2.916
C -1.570 -2.311 2.785
H -0.610 -2.600 3.221
H -1.559 -2.561 1.721
H -2.394 -2.826 3.290
P -2.557 2.701 -1.507
C -3.594 3.895 -0.669
C -3.606 1.538 -2.385
H -2.988 4.631 -0.137
H -4.280 3.410 0.032
H -4.180 4.401 -1.442
H -2.990 0.785 -2.886
H -4.166 2.114 -3.130
H -4.306 1.057 -1.696
C -1.552 3.541 -2.729
H -1.003 4.362 -2.261
H -2.223 3.932 -3.497
H -0.849 2.823 -3.157
H 1.762 -2.013 0.159
Cl -3.692 6.699 7.379
C -2.703 5.564 6.563
C -1.585 5.036 7.204
C -0.759 4.122 6.550
C -1.053 3.715 5.244
C -2.194 4.226 4.591
C -3.000 5.156 5.262
C -0.011 2.853 4.580
O 1.130 2.785 5.013
O -0.462 2.228 3.489
H -1.344 5.336 8.224
H 0.128 3.738 7.041
H -2.441 3.916 3.578
H -3.882 5.578 4.781